{"formula": "C3H7NO2", "method": "the ωB97M-V functional and the def2-TZVPD basis", "spin_multiplicity": 1, "smiles": "C[C@H](N)C(=O)O", "homo_lumo_gap_ev": 10.7, "homo_ha": -0.3715, "symbols": ["C", "C", "N", "C", "O", "O", "H", "H", "H", "H", "H", "H", "H"], "positions_angstrom": [[-0.2264, -0.0026, 1.4750], [-0.0618, 0.3598, -0.0391], [-1.1056, 0.0305, -0.9544], [1.2289, -0.1725, -0.4152], [2.2137, -0.5517, 0.1765], [1.2083, -0.2797, -1.7330], [-1.2375, 0.3111, 1.9206], [-0.1699, -1.0254, 1.7082], [0.7524, 0.3484, 2.0366], [-0.0362, 1.4150, -0.1374], [-1.9228, 0.5023, -0.6852], [-0.9632, -0.9023, -1.2987], [0.3201, -0.0328, -2.0539]], "atomic_forces_ev_per_a": [[0.2, 2.0, 1.1], [-1.2, 0.3, 4.3], [1.9, -0.5, -0.6], [2.3, -1.3, -1.8], [-1.2, 0.8, 0.6], [1.0, -0.5, -2.1], [1.7, 0.2, -0.5], [-0.1, -1.8, -0.4], [-2.3, 0.0, -0.9], [0.7, 1.4, 0.5], [-1.6, -0.5, -0.2], [-1.8, -0.5, 0.3], [0.4, 0.4, -0.2]], "nbo_charge": [-0.63, -0.19, -0.87, 0.76, -0.56, -0.68, 0.21, 0.22, 0.25, 0.22, 0.40, 0.39, 0.49]}



{"formula": "C3H7NO2", "method": "the ωB97M-V functional and the def2-TZVPD basis", "spin_multiplicity": 1, "homo_lumo_gap_ev": 9.5, "homo_ha": -0.3154, "symbols": ["C", "C", "O", "C", "O", "N", "H", "H", "H", "H", "H", "H", "H"], "positions_angstrom": [[0.3898, -1.8115, 0.6372], [-0.4453, -0.9353, 1.2062], [-0.2442, -0.3300, 2.4000], [-0.2029, 1.1223, -1.0827], [1.0458, 0.6387, -1.1414], [-0.2818, 2.2295, -1.8255], [0.1719, -2.2038, -0.3529], [1.3304, -2.0816, 1.1191], [1.0450, -0.1550, -0.5708], [-1.3255, -0.5561, 0.6851], [0.5778, -0.6532, 2.8030], [-1.1799, 2.6866, -1.8523], [0.4878, 2.6468, -2.3482]], "atomic_forces_ev_per_a": [[0.1, 0.2, 0.0], [0.3, 0.0, -0.4], [0.0, -0.1, 0.1], [0.2, 0.4, -0.4], [-0.3, 0.1, 0.1], [-0.1, -0.2, 0.2], [0.0, 0.0, 0.3], [-0.2, -0.1, -0.1], [0.0, 0.2, -0.1], [0.2, -0.2, 0.4], [-0.3, 0.1, -0.2], [0.3, 0.0, -0.1], [-0.1, -0.2, 0.2]], "nbo_charge": [-0.63, 0.19, -0.67, 0.25, -0.72, -0.82, 0.23, 0.20, 0.51, 0.22, 0.48, 0.40, 0.38]}



{"formula": "C3H7NO2", "method": "the ωB97M-V functional and the def2-TZVPD basis", "spin_multiplicity": 1, "homo_lumo_gap_ev": 8.6, "homo_ha": -0.3259, "symbols": ["O", "C", "O", "H", "C", "C", "N", "H", "H", "H", "H", "H", "H"], "positions_angstrom": [[-0.1602, -0.4149, -1.8272], [0.9515, -0.8198, -1.4954], [1.4809, -0.7390, -0.3449], [1.5420, -1.4023, -2.2219], [-1.4275, 1.0867, 0.3043], [-0.2746, 0.3235, 2.2750], [-0.3729, 0.3813, 1.0230], [-1.9237, 0.3605, -0.3289], [-1.0079, 1.8796, -0.3003], [-2.1231, 1.4997, 1.0395], [-1.0435, 0.7742, 2.8951], [0.5422, -0.2215, 2.7289], [0.4330, -0.0494, 0.3878]], "atomic_forces_ev_per_a": [[-0.3, 0.4, -0.1], [0.0, -0.9, -0.3], [-0.2, 0.7, 0.7], [0.2, 0.1, -0.2], [-0.5, -0.2, 0.9], [-0.4, -0.1, 0.1], [0.0, 0.8, -0.2], [0.1, 0.1, -0.2], [0.2, -0.1, -0.2], [0.0, 0.0, -0.1], [0.1, 0.0, 0.1], [0.1, 0.0, -0.1], [0.8, -0.8, -0.4]], "nbo_charge": [-0.74, 0.64, -0.78, 0.06, -0.42, 0.06, -0.37, 0.26, 0.24, 0.18, 0.18, 0.21, 0.46]}



{"formula": "C3H7NO2", "method": "the ωB97M-V functional and the def2-TZVPD basis", "spin_multiplicity": 1, "smiles": "CCC[N+](=O)[O-]", "homo_lumo_gap_ev": 11.7, "homo_ha": -0.4084, "symbols": ["C", "C", "C", "N", "O", "O", "H", "H", "H", "H", "H", "H", "H"], "positions_angstrom": [[-1.3548, 0.5677, 0.5984], [-0.7579, -0.2057, -0.5126], [0.6837, -0.6800, -0.2730], [1.8589, 0.2140, -0.0783], [1.7445, 1.3256, -0.4771], [2.7507, -0.2329, 0.5765], [-1.2230, -0.0657, 1.5115], [-0.8257, 1.3902, 0.9302], [-2.3920, 0.8520, 0.3599], [-0.8870, 0.4612, -1.4518], [-1.3549, -1.0955, -0.6603], [0.8121, -1.1912, 0.6827], [0.9455, -1.3397, -1.2061]], "atomic_forces_ev_per_a": [[-1.0, -1.9, 1.6], [0.9, 2.1, -2.0], [0.0, -2.4, -1.7], [-2.2, -0.1, 0.0], [0.4, 2.3, -1.0], [1.5, -0.5, 0.5], [-1.1, 0.2, -0.4], [1.2, 2.2, -0.1], [0.3, -0.3, 0.5], [0.7, -1.4, 1.1], [0.1, -0.4, -0.2], [-0.7, -0.9, -0.4], [-0.1, 0.9, 2.1]], "nbo_charge": [-0.61, -0.41, -0.30, 0.55, -0.37, -0.38, 0.19, 0.22, 0.22, 0.22, 0.22, 0.23, 0.24]}



{"formula": "C3H7NO2", "method": "the ωB97M-V functional and the def2-TZVPD basis", "spin_multiplicity": 1, "smiles": "CCNC(=O)O", "homo_lumo_gap_ev": 10.8, "homo_ha": -0.3680, "symbols": ["C", "C", "N", "C", "O", "O", "H", "H", "H", "H", "H", "H", "H"], "positions_angstrom": [[-0.2709, -0.9670, 1.7311], [0.3404, 0.0059, 0.7384], [-0.3206, -0.0243, -0.5773], [0.0459, 0.9720, -1.4498], [0.3956, 2.0845, -1.1670], [-0.0630, 0.4869, -2.7296], [0.4054, -1.0009, 2.5885], [-1.2274, -0.6000, 2.1053], [-0.4020, -1.9814, 1.3579], [0.2619, 1.0152, 1.1271], [1.3997, -0.2316, 0.6141], [-0.4435, -0.9503, -0.9636], [-0.1213, 1.1909, -3.3750]], "atomic_forces_ev_per_a": [[0.0, 0.4, 0.4], [-0.3, -0.3, -0.2], [0.6, 0.4, 0.6], [-0.5, -0.9, -0.6], [0.0, 0.1, 0.0], [-0.3, -0.3, 0.4], [-0.1, -0.2, 0.0], [-0.1, -0.1, -0.1], [0.1, 0.0, -0.2], [0.1, 0.1, 0.0], [0.1, 0.1, 0.0], [0.0, 0.2, -0.2], [0.2, 0.5, 0.0]], "nbo_charge": [-0.61, -0.22, -0.64, 0.89, -0.62, -0.72, 0.22, 0.21, 0.20, 0.22, 0.18, 0.40, 0.50]}



{"formula": "C3H7NO2", "method": "the ωB97M-V functional and the def2-TZVPD basis", "spin_multiplicity": 1, "smiles": "C=CN.O=CO", "homo_lumo_gap_ev": 10.4, "homo_ha": -0.3452, "symbols": ["C", "C", "N", "H", "H", "H", "H", "H", "O", "C", "O", "H", "H"], "positions_angstrom": [[-2.2418, 0.5467, -0.1953], [-1.0635, 1.0464, 0.0805], [-0.1091, 0.4358, 0.9633], [-2.8940, 1.1070, -0.8570], [-2.6155, -0.4130, 0.1288], [-0.6958, 1.9905, -0.3174], [-0.3128, 0.5512, 1.9446], [0.8249, 0.7651, 0.7529], [2.6341, -0.1554, -0.2513], [2.1548, -1.1387, -0.7520], [1.1262, -1.8233, -0.2674], [2.5101, -1.6092, -1.6756], [0.6822, -1.3030, 0.4459]], "atomic_forces_ev_per_a": [[-0.9, 0.1, -0.7], [1.3, 0.2, 0.9], [-0.1, -0.3, -0.4], [0.0, -0.1, 0.1], [0.2, 0.0, 0.3], [-0.4, -0.1, -0.3], [-0.1, 0.1, 0.0], [0.1, 0.1, 0.3], [0.0, 0.1, -0.1], [-0.1, -0.2, 0.2], [-0.1, -0.1, -0.1], [0.2, 0.0, 0.0], [0.0, 0.2, -0.2]], "nbo_charge": [-0.43, -0.01, -0.90, 0.20, 0.20, 0.18, 0.39, 0.40, -0.62, 0.66, -0.69, 0.11, 0.51]}



{"formula": "C3H7NO2", "method": "the ωB97M-V functional and the def2-TZVPD basis", "spin_multiplicity": 1, "homo_lumo_gap_ev": 10.2, "homo_ha": -0.3494, "symbols": ["C", "O", "C", "C", "O", "N", "H", "H", "H", "H", "H", "H", "H"], "positions_angstrom": [[2.0303, 0.7243, 0.2777], [0.6443, 0.6510, 0.5566], [-0.0407, -0.2488, -0.1712], [-1.3417, -0.6598, 0.5171], [-1.2840, -1.2549, 1.5835], [-2.3259, -0.2734, -0.3044], [2.1932, 1.1106, -0.7364], [2.4956, -0.2640, 0.3839], [2.4527, 1.4125, 1.0107], [0.5557, -1.1098, -0.4902], [-0.4599, 0.2914, -1.4202], [-3.2734, -0.5478, 0.0046], [-1.6462, 0.1688, -1.2117]], "atomic_forces_ev_per_a": [[0.1, 0.1, 0.0], [0.1, 0.2, 0.2], [-0.2, 0.8, -2.4], [1.1, -0.1, -0.3], [-0.7, 0.4, -0.5], [0.8, 0.3, -0.7], [0.1, -0.1, 0.1], [0.0, 0.2, 0.0], [0.0, -0.1, -0.1], [0.0, 0.0, 0.0], [1.7, -0.9, 2.4], [0.6, 0.6, -1.1], [-3.6, -1.3, 2.4]], "nbo_charge": [-0.25, -0.50, 0.02, 0.60, -0.61, -0.85, 0.18, 0.18, 0.21, 0.19, 0.02, 0.42, 0.40]}



{"formula": "C3H7NO2", "method": "the ωB97M-V functional and the def2-TZVPD basis", "spin_multiplicity": 1, "smiles": "NC(=O)CCO", "homo_lumo_gap_ev": 11.0, "homo_ha": -0.3737, "symbols": ["N", "C", "O", "C", "C", "O", "H", "H", "H", "H", "H", "H", "H"], "positions_angstrom": [[-1.6802, -1.0293, -0.5372], [-0.6612, -0.1023, -0.7804], [-0.2791, 0.0691, -1.9208], [-0.0764, 0.8865, 0.3637], [1.3932, 0.5549, 0.5656], [1.4334, -0.8446, 0.7511], [-1.7069, -1.6912, 0.2284], [-2.1319, -1.3728, -1.3810], [-0.5869, 0.7654, 1.3273], [-0.1823, 1.9350, 0.0399], [2.0210, 0.8739, -0.2815], [1.7558, 1.0741, 1.4636], [0.7016, -1.1187, 0.1614]], "atomic_forces_ev_per_a": [[0.1, 0.3, 0.1], [-0.3, 1.3, -0.1], [-0.1, 0.1, 0.4], [-0.5, -0.5, -0.5], [-0.2, 0.4, 0.0], [-0.2, -0.4, -0.3], [0.1, 0.6, 0.2], [0.5, 0.0, 0.2], [-0.1, -0.1, -0.3], [-0.3, -0.5, -0.2], [-0.3, -0.1, 0.1], [0.0, -0.3, -0.1], [1.2, -0.7, 0.6]], "nbo_charge": [-0.85, 0.63, -0.58, -0.50, -0.07, -0.70, 0.40, 0.40, 0.22, 0.24, 0.17, 0.18, 0.45]}



{"formula": "C3H7NO2", "method": "the ωB97M-V functional and the def2-TZVPD basis", "spin_multiplicity": 1, "homo_lumo_gap_ev": [8.2, 8.7], "homo_ha": [-0.3273, -0.3463], "symbols": ["C", "C", "C", "O", "O", "N", "H", "H", "H", "H", "H", "H", "H"], "positions_angstrom": [[-1.2632, 0.1230, 1.3110], [0.4810, 1.0904, -1.8870], [-0.2744, -0.8390, 1.1969], [0.0527, 0.4505, -0.7384], [0.7079, -0.8224, 2.1537], [-0.2552, -1.5324, 0.0823], [1.4618, -1.3484, 1.8620], [0.6318, -2.0198, -0.0595], [-2.1033, 0.0833, 0.6397], [-1.2051, 0.8860, 2.0732], [1.5734, 1.0542, -2.0299], [-0.0200, 0.7153, -2.7938], [0.2126, 2.1593, -1.8102]], "atomic_forces_ev_per_a": [[-0.5, 0.2, 0.5], [0.2, 0.0, -0.4], [0.5, -0.8, -0.7], [0.2, 1.1, -0.6], [-0.1, 0.0, -0.2], [0.0, -0.2, 0.9], [-0.1, 0.0, 0.0], [-0.1, -0.1, 0.1], [0.0, 0.0, 0.0], [0.0, 0.0, 0.0], [-0.1, 0.0, 0.0], [0.0, 0.0, 0.2], [-0.1, -0.2, 0.1]], "nbo_charge": [-0.23, -0.29, 0.42, -0.44, -0.68, -0.54, 0.48, 0.33, 0.22, 0.20, 0.16, 0.17, 0.21]}



{"formula": "C3H7NO2", "method": "the ωB97M-V functional and the def2-TZVPD basis", "spin_multiplicity": 1, "smiles": "[H]/N=C/OCCO", "homo_lumo_gap_ev": 10.6, "homo_ha": -0.3582, "symbols": ["H", "N", "C", "O", "C", "C", "O", "H", "H", "H", "H", "H", "H"], "positions_angstrom": [[0.5499, 2.5637, -0.4394], [0.4390, 1.5687, -0.3546], [1.4313, 0.9171, 0.0819], [1.3606, -0.4090, 0.2357], [0.1911, -1.0193, -0.3859], [-1.1346, -0.8771, 0.3721], [-1.8424, 0.3219, 0.2345], [2.3972, 1.3576, 0.3502], [0.4430, -2.0826, -0.4475], [0.1027, -0.6060, -1.3946], [-0.9482, -1.1158, 1.4314], [-1.8013, -1.6513, -0.0268], [-1.1883, 1.0321, 0.3430]], "atomic_forces_ev_per_a": [[0.5, 0.3, 0.0], [0.1, 0.0, 0.1], [-0.3, 0.3, -0.2], [0.0, 0.2, -0.1], [-0.2, 0.0, -0.1], [0.1, -0.5, 0.1], [-0.1, 0.1, 0.2], [-0.1, -0.4, 0.1], [0.0, 0.2, 0.1], [-0.1, -0.1, 0.1], [0.0, 0.0, -0.1], [0.2, 0.0, 0.1], [-0.2, 0.0, -0.4]], "nbo_charge": [0.37, -0.78, 0.44, -0.49, -0.12, -0.09, -0.73, 0.16, 0.20, 0.20, 0.16, 0.18, 0.49]}



{"formula": "C3H7NO2", "method": "the ωB97M-V functional and the def2-TZVPD basis", "spin_multiplicity": 1, "smiles": "CNC(=O)OC", "homo_lumo_gap_ev": 10.6, "homo_ha": -0.3558, "symbols": ["C", "N", "C", "O", "O", "C", "H", "H", "H", "H", "H", "H", "H"], "positions_angstrom": [[-2.2907, -0.1875, -0.1771], [-1.0334, 0.4835, -0.0124], [0.1419, -0.1862, -0.0175], [0.2865, -1.3901, -0.0917], [1.1480, 0.7134, 0.0144], [2.4265, 0.1624, -0.2486], [-2.9628, 0.4607, -0.7505], [-2.6743, -0.4230, 0.8165], [-2.1399, -1.1042, -0.7527], [-1.0296, 1.4398, 0.2973], [2.7461, -0.4844, 0.5708], [3.0877, 1.0219, -0.3509], [2.4075, -0.4186, -1.1750]], "atomic_forces_ev_per_a": [[-0.1, -0.1, 0.1], [0.2, 0.1, -0.1], [-0.1, -0.1, -0.2], [0.0, 0.5, -0.1], [0.0, 0.0, 0.1], [0.4, -0.1, 0.0], [0.0, -0.2, 0.3], [-0.5, -0.2, -0.2], [0.0, 0.1, 0.2], [0.2, 0.0, -0.2], [0.0, 0.1, -0.1], [0.0, -0.2, 0.0], [0.0, 0.1, 0.1]], "nbo_charge": [-0.41, -0.63, 0.88, -0.65, -0.52, -0.25, 0.20, 0.19, 0.23, 0.40, 0.19, 0.19, 0.19]}



{"formula": "C3H7NO2", "method": "the ωB97M-V functional and the def2-TZVPD basis", "spin_multiplicity": 1, "smiles": "NC(=O)CCO", "homo_lumo_gap_ev": 10.8, "homo_ha": -0.3696, "symbols": ["N", "C", "O", "C", "C", "O", "H", "H", "H", "H", "H", "H", "H"], "positions_angstrom": [[0.7393, 1.4218, -1.1969], [0.6441, 0.0358, -1.2173], [0.6242, -0.6077, -2.2291], [0.4598, -0.5140, 0.2102], [-0.9877, -0.5002, 0.6917], [-1.1188, -0.4576, 2.0993], [0.5520, 1.8867, -2.0660], [0.3410, 1.7634, -0.3508], [1.0357, -1.4340, 0.3512], [1.0270, 0.1709, 0.8554], [-1.4768, 0.3603, 0.2427], [-1.5440, -1.3106, 0.1916], [-0.2957, -0.8149, 2.4180]], "atomic_forces_ev_per_a": [[0.2, -1.3, 0.0], [-0.7, 0.7, 0.6], [0.3, -0.6, -0.4], [1.3, 0.5, 0.3], [-0.3, -0.3, -1.4], [-0.1, 0.0, -0.7], [-0.1, 0.2, -0.1], [-0.1, 1.0, 0.2], [-0.7, -0.4, -0.3], [-0.2, 0.2, 0.0], [0.0, 0.6, 0.4], [0.2, -0.3, 0.7], [0.3, -0.3, 0.6]], "nbo_charge": [-0.83, 0.69, -0.58, -0.55, -0.06, -0.69, 0.40, 0.38, 0.23, 0.21, 0.17, 0.17, 0.46]}